{
  "formula": "C24H48CuN13O",
  "method": "ωB97M-V/def2-TZVPD",
  "species": ["Cu", "C", "N", "C", "C", "N", "C", "C", "N", "C", "C", "N", "C", "N", "C", "C", "N", "C", "C", "C", "C", "N", "C", "N", "C", "C", "N", "C", "C", "N", "C", "C", "H", "H", "H", "H", "H", "H", "H", "H", "H", "H", "H", "H", "H", "H", "H", "H", "H", "H", "H", "H", "H", "H", "H", "H", "H", "H", "H", "H", "H", "H", "H", "H", "H", "H", "H", "H", "H", "H", "H", "H", "H", "H", "H", "H", "H", "H", "H", "H", "O", "N", "C", "C", "N", "C", "N"],
  "coordinates": [[0.258, -0.403, 0.317], [1.484, 2.540, -0.806], [0.930, 3.112, 0.403], [0.303, 4.414, 0.215], [0.958, 2.465, 1.588], [0.995, 1.155, 1.628], [1.557, 0.530, 2.833], [1.115, -0.925, 2.918], [1.281, -1.595, 1.621], [2.708, -1.746, 1.238], [3.044, -0.954, -0.026], [1.896, -1.017, -0.912], [2.037, -1.175, -2.200], [1.027, -1.746, -2.914], [0.600, -1.203, -4.195], [0.092, -2.641, -2.259], [3.163, -0.861, -2.908], [3.978, 0.300, -2.608], [3.591, -1.626, -4.067], [0.583, -2.893, 1.544], [-0.938, -2.760, 1.610], [-1.354, -1.517, 0.963], [-2.638, -1.270, 0.838], [-3.574, -2.234, 0.601], [-4.891, -2.214, 1.216], [-3.293, -3.365, -0.259], [-3.095, 0.003, 0.923], [-2.373, 1.018, 1.658], [-4.271, 0.467, 0.202], [0.926, 3.269, 2.713], [1.756, 4.452, 2.832], [0.007, 3.027, 3.802], [0.729, 2.523, -1.591], [1.803, 1.520, -0.620], [2.333, 3.144, -1.143], [-0.416, 4.345, -0.601], [1.047, 5.173, -0.037], [-0.221, 4.717, 1.116], [1.247, 0.993, 3.767], [2.651, 0.598, 2.813], [0.055, -0.968, 3.172], [1.673, -1.449, 3.702], [2.906, -2.807, 1.080], [3.343, -1.422, 2.064], [3.947, -1.375, -0.478], [3.269, 0.080, 0.256], [1.266, -0.402, -4.503], [-0.409, -0.794, -4.106], [0.595, -1.974, -4.968], [0.631, -3.300, -1.581], [-0.380, -3.253, -3.029], [-0.691, -2.110, -1.712], [3.508, 0.908, -1.846], [4.084, 0.909, -3.509], [4.979, 0.018, -2.271], [2.992, -2.527, -4.163], [4.637, -1.912, -3.943], [3.505, -1.043, -4.987], [0.941, -3.569, 2.327], [0.867, -3.321, 0.584], [-1.286, -2.776, 2.647], [-1.337, -3.662, 1.141], [-4.956, -1.398, 1.929], [-5.059, -3.151, 1.751], [-5.680, -2.097, 0.470], [-2.395, -3.166, -0.841], [-4.125, -3.493, -0.953], [-3.169, -4.299, 0.295], [-1.668, 0.542, 2.333], [-3.087, 1.607, 2.239], [-1.819, 1.683, 0.988], [-5.130, 0.607, 0.862], [-4.533, -0.234, -0.586], [-4.040, 1.430, -0.257], [2.340, 4.593, 1.927], [2.447, 4.350, 3.673], [1.151, 5.348, 2.996], [-0.626, 2.174, 3.572], [-0.637, 3.899, 3.944], [0.523, 2.837, 4.748], [-0.689, 0.745, -0.904], [-1.626, 0.178, -1.603], [-2.255, 0.951, -2.440], [-1.947, 2.350, -2.563], [-1.693, 3.467, -2.648], [-3.311, 0.355, -3.207], [-4.148, -0.148, -3.813]],
  "atomic_forces_ev_per_a": [[0.0, -0.1, -0.1], [0.1, 0.0, -0.2], [0.0, 0.1, -0.1], [0.0, -0.1, 0.1], [-0.2, 0.0, 0.0], [0.1, -0.1, 0.4], [-0.1, 0.0, -0.1], [0.0, 0.0, 0.0], [0.0, 0.0, 0.1], [0.0, 0.0, 0.0], [0.0, 0.0, 0.0], [-0.1, 0.1, 0.1], [0.0, -0.1, 0.0], [0.0, 0.1, 0.0], [0.0, 0.0, 0.0], [-0.1, 0.0, -0.1], [0.0, 0.0, 0.1], [0.0, 0.0, 0.0], [0.0, 0.0, 0.0], [0.0, 0.0, 0.0], [0.0, 0.0, -0.1], [0.2, 0.0, 0.1], [-0.1, 0.2, -0.2], [0.1, 0.0, 0.2], [0.0, 0.0, 0.0], [0.0, 0.0, -0.1], [-0.1, -0.1, 0.1], [0.0, 0.1, 0.1], [0.0, 0.0, 0.0], [0.1, -0.2, -0.1], [0.0, 0.1, 0.0], [0.0, 0.0, 0.1], [0.1, 0.0, 0.0], [0.0, 0.1, 0.0], [0.0, 0.0, 0.0], [0.0, 0.0, 0.0], [0.0, 0.0, 0.0], [0.0, 0.0, 0.0], [0.0, 0.1, 0.0], [0.0, 0.0, -0.1], [0.0, 0.0, 0.0], [0.0, 0.0, 0.0], [0.0, 0.0, 0.0], [0.0, 0.0, 0.0], [0.0, 0.0, 0.0], [0.0, 0.0, 0.0], [0.0, 0.0, 0.0], [0.0, 0.0, 0.0], [0.0, 0.0, 0.0], [0.0, 0.0, 0.0], [0.0, 0.0, 0.0], [0.0, 0.0, 0.0], [-0.1, 0.0, 0.1], [0.0, 0.0, 0.0], [0.0, 0.0, 0.0], [0.0, 0.0, 0.0], [0.0, 0.0, 0.0], [0.0, 0.0, 0.0], [0.0, 0.0, 0.0], [0.0, 0.0, 0.0], [0.0, 0.0, 0.0], [0.0, 0.0, 0.0], [0.0, 0.0, 0.0], [0.0, 0.0, 0.0], [0.0, 0.0, 0.0], [0.0, 0.0, 0.0], [0.0, 0.0, 0.0], [0.0, 0.0, 0.0], [0.0, 0.0, 0.0], [0.0, 0.0, 0.0], [0.0, 0.0, 0.0], [0.0, 0.0, 0.0], [0.0, 0.0, 0.0], [0.0, 0.0, 0.0], [0.0, 0.0, 0.0], [0.0, 0.0, 0.0], [0.0, 0.0, 0.0], [0.0, 0.0, 0.0], [0.0, 0.0, 0.0], [0.0, 0.0, 0.0], [-0.4, 0.0, -0.4], [0.2, 0.0, 0.1], [0.0, 0.1, 0.1], [-0.1, -0.2, -0.1], [0.1, 0.1, 0.0], [0.2, 0.1, 0.0], [-0.1, 0.0, 0.0]],
  "mulliken_spin": [0.73, 0.00, 0.00, 0.00, 0.00, 0.01, 0.00, -0.01, 0.14, -0.01, 0.01, 0.02, 0.00, 0.00, 0.00, -0.01, 0.00, 0.00, 0.00, -0.02, 0.00, 0.05, 0.00, 0.00, 0.00, 0.00, 0.00, -0.01, 0.00, 0.00, 0.00, 0.00, 0.00, -0.01, 0.00, 0.00, 0.00, 0.00, 0.00, 0.00, 0.00, 0.00, 0.00, 0.00, 0.00, 0.00, 0.00, 0.00, 0.00, 0.00, 0.00, 0.00, 0.00, 0.00, 0.00, 0.00, 0.00, 0.00, 0.00, 0.00, 0.00, 0.00, 0.00, 0.00, 0.00, 0.00, 0.00, 0.00, 0.00, 0.00, 0.00, 0.00, 0.00, 0.00, 0.00, 0.00, 0.00, 0.00, 0.00, 0.00, 0.08, 0.01, 0.00, 0.00, 0.00, 0.00, 0.00],
  "e_above_lowest_kcal_mol": 1.6,
  "homo_lumo_gap_ha": [0.33733, 0.31703],
  "energy_ha": -3370.5773,
  "spin_multiplicity": 2,
  "e_lumo_ha": [-0.07485, -0.09398],
  "charge": 1
}